The following is a quantum chemistry calculation of a cluster of 5 separate species, C20H26N4O3 in total in a non-equilibrium geometry, from OMol25.

Each line ends with the Mulliken charge.
Geometry (Å):
C (-2.034, -3.095, -1.452)  -1.222
C (-1.904, -4.598, -1.609)  0.699
C (-3.133, -5.249, -2.298)  -0.418
O (-2.637, -6.208, -3.154)  -0.324
C (-1.330, -5.878, -3.439)  0.593
O (-0.635, -6.303, -4.368)  -0.569
O (-0.886, -4.925, -2.576)  -0.334
H (-2.412, -2.561, -2.324)  0.433
H (-1.034, -2.665, -1.398)  0.119
H (-2.684, -2.956, -0.588)  0.374
H (-1.691, -5.039, -0.636)  -0.019
H (-3.734, -4.535, -2.861)  0.282
H (-3.767, -5.608, -1.487)  0.381
C (0.522, -4.569, 1.513)  -0.115
C (1.481, -3.916, 0.701)  -0.307
C (2.152, -3.076, 1.536)  -0.662
N (1.717, -3.249, 2.810)  0.053
C (0.716, -4.184, 2.801)  -0.914
H (-0.114, -5.338, 1.099)  0.472
H (1.598, -4.049, -0.364)  0.490
H (2.906, -2.359, 1.247)  0.374
H (2.138, -2.796, 3.609)  0.205
H (0.253, -4.413, 3.749)  0.403
C (-1.557, 4.455, 2.984)  -0.241
C (-0.424, 5.251, 3.105)  -0.337
C (0.392, 4.587, 3.960)  -0.409
N (-0.109, 3.354, 4.257)  0.099
C (-1.355, 3.285, 3.695)  -1.063
H (-2.446, 4.762, 2.453)  0.421
H (-0.164, 6.189, 2.639)  0.392
H (1.375, 4.850, 4.321)  0.398
H (0.252, 2.656, 4.891)  0.218
H (-2.011, 2.446, 3.876)  0.445
C (0.141, 0.296, -0.391)  -0.688
C (-0.195, -0.340, 0.781)  -0.069
C (-0.703, 0.545, 1.713)  -0.699
N (-0.396, 1.798, 1.183)  0.254
C (0.128, 1.651, -0.091)  -0.478
H (0.410, -0.203, -1.311)  0.415
H (-0.207, -1.417, 0.865)  0.411
H (-1.313, 0.319, 2.575)  0.276
H (-0.691, 2.632, 1.670)  0.318
H (0.387, 2.528, -0.665)  0.322
C (1.333, 4.311, -2.811)  -0.210
C (1.465, 5.651, -3.197)  -0.627
C (2.753, 5.827, -3.650)  -0.411
N (3.389, 4.550, -3.590)  -0.030
C (2.523, 3.678, -3.029)  -0.536
H (0.428, 3.837, -2.461)  0.483
H (0.713, 6.423, -3.257)  0.368
H (3.284, 6.642, -4.118)  0.363
H (4.256, 4.339, -4.061)  0.223
H (2.856, 2.667, -2.847)  0.397

HOMO-LUMO gap (eV): 8.502
SMILES: C[C@H]1COC(=O)O1.c1cc[nH]c1.c1cc[nH]c1.c1cc[nH]c1.c1cc[nH]c1
DFT total energy (Ha): -1222.37846
Energy relative to the best compared isomer or geometry (same formula, charge and spin) (eV): 4.9279
Multiplicity: 1
Total charge: 0
HOMO energy (eV): -7.93
Molecular weight (g/mol): 370.5

The following is a quantum chemistry calculation of a cluster of 8 separate species, C46H112F12N4O4P4 in total in a non-equilibrium geometry, from OMol25.

Each line ends with the Mulliken charge.
Geometry (Å):
C (-6.387, 2.971, 4.684)  -1.399
C (-5.405, 2.141, 5.585)  -0.133
C (-5.763, 2.144, 7.036)  -0.587
C (-4.924, 1.192, 7.836)  -0.925
P (-3.280, 1.628, 8.538)  1.189
C (-3.195, 0.759, 10.173)  -1.142
C (-4.394, 0.786, 11.213)  -0.716
C (-4.313, -0.332, 12.227)  -0.482
C (-5.423, -0.054, 13.264)  -1.303
C (-3.087, 3.471, 8.759)  -1.216
C (-2.458, 4.125, 7.566)  -0.169
C (-2.679, 5.680, 7.781)  -0.807
C (-3.939, 6.194, 7.017)  -1.065
C (-1.822, 1.049, 7.511)  -0.839
C (-1.729, -0.468, 7.405)  -0.605
C (-0.496, -0.818, 6.531)  -0.592
C (-0.181, -2.326, 6.414)  -1.256
H (-6.204, 4.040, 4.796)  0.319
H (-7.416, 2.639, 4.822)  0.347
H (-6.146, 2.594, 3.691)  0.400
H (-4.423, 2.591, 5.441)  0.064
H (-5.491, 1.118, 5.217)  0.345
H (-6.830, 1.976, 7.177)  0.579
H (-5.716, 3.165, 7.414)  0.022
H (-4.666, 0.315, 7.243)  0.442
H (-5.537, 0.911, 8.692)  0.391
H (-2.319, 1.182, 10.663)  0.528
H (-2.952, -0.281, 9.954)  0.336
H (-5.349, 0.711, 10.694)  0.314
H (-4.377, 1.757, 11.708)  0.389
H (-3.267, -0.469, 12.501)  0.389
H (-4.561, -1.221, 11.648)  0.348
H (-5.099, 0.815, 13.838)  0.339
H (-5.471, -0.861, 13.995)  0.382
H (-6.408, 0.190, 12.867)  0.352
H (-2.471, 3.647, 9.641)  0.565
H (-4.051, 3.935, 8.966)  0.582
H (-2.892, 3.835, 6.609)  0.149
H (-1.411, 3.830, 7.492)  0.391
H (-1.783, 6.251, 7.537)  0.424
H (-2.909, 5.942, 8.814)  0.371
H (-3.596, 6.365, 5.996)  0.283
H (-4.321, 7.183, 7.268)  0.443
H (-4.822, 5.593, 7.235)  0.165
H (-0.845, 1.287, 7.931)  0.541
H (-1.985, 1.513, 6.538)  0.525
H (-2.595, -0.757, 6.810)  0.232
H (-1.802, -1.018, 8.343)  0.326
H (0.426, -0.448, 6.979)  0.392
H (-0.572, -0.422, 5.518)  0.365
H (-0.675, -2.717, 5.524)  0.310
H (-0.461, -2.926, 7.280)  0.335
H (0.870, -2.432, 6.144)  0.360
C (6.215, 0.562, -1.397)  -1.329
C (7.652, 0.127, -1.788)  -0.427
C (7.867, -1.227, -1.128)  -0.216
C (9.321, -1.755, -1.210)  -1.073
P (9.614, -3.488, -0.642)  0.863
C (11.409, -3.877, -0.950)  -1.286
C (11.825, -4.298, -2.364)  -0.623
C (13.276, -4.705, -2.368)  -0.546
C (13.725, -4.902, -3.823)  -1.335
C (9.412, -3.539, 1.205)  -1.160
C (10.109, -2.430, 2.103)  -0.969
C (9.556, -0.964, 2.310)  -0.199
C (8.096, -1.058, 2.726)  -1.272
C (8.655, -4.653, -1.513)  -1.083
C (8.651, -6.058, -0.914)  -0.538
C (7.702, -7.053, -1.650)  -0.642
C (8.146, -7.511, -3.014)  -1.269
H (5.464, -0.194, -1.625)  0.352
H (5.908, 1.476, -1.906)  0.409
H (6.131, 0.783, -0.333)  0.284
H (8.427, 0.843, -1.515)  0.420
H (7.559, 0.061, -2.872)  0.306
H (7.106, -1.781, -1.678)  0.363
H (7.666, -1.176, -0.057)  -0.292
H (10.116, -1.149, -0.775)  0.680
H (9.498, -1.693, -2.283)  0.588
H (11.845, -4.567, -0.228)  0.589
H (11.957, -2.997, -0.611)  0.739
H (11.527, -3.594, -3.141)  0.368
H (11.242, -5.174, -2.651)  0.279
H (13.434, -5.652, -1.853)  0.403
H (13.939, -3.974, -1.905)  0.372
H (13.977, -3.990, -4.364)  0.327
H (13.028, -5.514, -4.395)  0.344
H (14.641, -5.482, -3.712)  0.398
H (9.907, -4.467, 1.490)  0.646
H (8.378, -3.705, 1.509)  0.663
H (11.143, -2.183, 1.863)  0.213
H (10.046, -2.801, 3.126)  0.525
H (9.603, -0.428, 1.362)  0.159
H (10.050, -0.317, 3.036)  0.424
H (7.460, -1.444, 1.930)  0.229
H (7.680, -0.076, 2.951)  0.361
H (8.020, -1.843, 3.478)  0.375
H (9.026, -4.680, -2.538)  0.451
H (7.692, -4.143, -1.532)  0.704
H (8.341, -5.978, 0.128)  0.374
H (9.684, -6.401, -0.968)  0.392
H (6.721, -6.643, -1.892)  0.296
H (7.510, -8.013, -1.171)  0.322
H (8.326, -6.719, -3.741)  0.318
H (7.367, -8.175, -3.387)  0.398
H (8.988, -8.203, -2.990)  0.326
C (-3.813, 0.614, -12.674)  -1.387
C (-3.177, 0.893, -11.311)  0.191
C (-2.278, 2.208, -11.298)  -0.695
O (-3.081, 3.413, -11.629)  -0.300
C (-2.448, 4.686, -11.364)  -0.766
N (-4.334, 1.019, -10.274)  -0.324
H (-3.891, 1.284, -9.406)  0.353
H (-4.986, 1.760, -10.491)  0.342
H (-4.820, 0.158, -10.068)  0.362
H (-4.427, -0.287, -12.653)  0.421
H (-3.099, 0.291, -13.431)  0.416
H (-4.286, 1.419, -13.236)  0.341
H (-2.505, 0.130, -10.917)  0.336
H (-1.435, 2.045, -11.969)  0.427
H (-2.018, 2.255, -10.241)  0.388
H (-2.147, 4.921, -10.343)  0.306
H (-3.051, 5.545, -11.657)  0.271
H (-1.605, 4.708, -12.053)  0.318
C (-5.628, 8.568, -1.172)  -1.324
C (-4.198, 8.937, -1.639)  0.084
C (-3.110, 8.360, -0.648)  -0.693
O (-1.902, 8.802, -1.166)  -0.322
C (-0.718, 8.461, -0.510)  -0.755
N (-3.881, 8.427, -3.028)  -0.262
H (-2.955, 8.804, -3.175)  0.372
H (-3.917, 7.425, -3.150)  0.310
H (-4.439, 8.866, -3.746)  0.362
H (-6.464, 9.004, -1.720)  0.399
H (-5.694, 8.880, -0.130)  0.363
H (-5.740, 7.484, -1.183)  0.371
H (-4.032, 10.001, -1.809)  0.347
H (-3.192, 7.276, -0.573)  0.435
H (-3.269, 8.922, 0.272)  0.438
H (0.066, 9.027, -1.013)  0.267
H (-0.525, 7.389, -0.548)  0.311
H (-0.677, 8.766, 0.536)  0.297
C (0.658, -4.166, -4.431)  -0.980
C (1.006, -5.598, -4.330)  0.512
O (1.670, -6.075, -3.453)  -0.424
N (0.595, -6.642, -5.453)  -0.164
H (0.267, -7.500, -5.031)  0.368
H (-0.209, -6.262, -5.932)  0.388
C (1.625, -6.942, -6.568)  -0.797
H (-0.397, -3.966, -4.243)  0.368
H (1.028, -3.650, -5.317)  0.339
H (1.195, -3.730, -3.589)  0.334
H (1.304, -7.489, -7.455)  0.363
H (2.594, -7.283, -6.201)  0.357
H (1.904, -5.958, -6.946)  0.335
C (-10.198, -0.566, -1.891)  -1.049
C (-10.928, -0.790, -0.589)  0.574
O (-10.394, -1.378, 0.342)  -0.380
N (-12.361, -0.213, -0.456)  -0.179
H (-12.506, 0.785, -0.405)  0.376
H (-12.902, -0.486, -1.264)  0.390
C (-13.032, -0.873, 0.734)  -0.837
H (-9.178, -0.946, -1.941)  0.351
H (-9.933, 0.487, -1.793)  0.339
H (-10.682, -0.735, -2.853)  0.347
H (-12.899, -1.951, 0.641)  0.358
H (-14.067, -0.530, 0.735)  0.367
H (-12.528, -0.546, 1.644)  0.343
P (-5.338, -5.213, -7.359)  1.132
F (-5.636, -4.814, -8.884)  -0.357
F (-6.472, -4.237, -6.646)  -0.371
F (-6.388, -6.348, -7.589)  -0.333
F (-5.023, -5.667, -5.886)  -0.346
F (-4.256, -6.300, -7.873)  -0.375
F (-4.172, -4.144, -7.265)  -0.349
P (-2.850, 2.625, -3.981)  1.143
F (-3.739, 1.407, -4.557)  -0.349
F (-3.224, 3.536, -5.251)  -0.343
F (-4.090, 3.229, -3.126)  -0.354
F (-1.823, 3.676, -3.306)  -0.351
F (-2.436, 1.526, -2.848)  -0.366
F (-1.546, 2.112, -4.823)  -0.378

HOMO-LUMO gap (eV): 7.854
DFT total energy (Ha): -4902.70301
Multiplicity: 1
Total charge: +4
HOMO energy (eV): -14.45
Molecular weight (g/mol): 1137.3